Formula: C9H16N2
Source: the Open Molecules 2025 dataset
Level of theory: ωB97M-V/def2-TZVPD

Element x y z (Å)
C: 1.9340 -2.5046 0.2078
C: 2.2762 -1.0761 0.1629
C: 1.0900 -0.1443 -0.0334
C: 0.1961 0.4921 -1.0751
C: -1.3054 0.2296 -1.2396
C: -1.8530 -0.3372 0.1549
C: -3.4235 -0.0832 0.2701
N: -1.1458 0.2209 1.2582
N: 0.2986 0.4379 1.1361
C: 0.8103 1.2512 0.0533
C: 1.5820 2.4986 0.1467
H: 1.1287 -2.7150 1.0339
H: 2.7068 -3.2444 0.5202
H: 1.5884 -2.9971 -0.7618
H: 3.0332 -0.9742 -0.6820
H: 2.7563 -0.6021 1.1225
H: 0.7412 0.6950 -2.1327
H: -1.7962 1.1221 -1.4885
H: -1.6865 -0.3434 -2.1434
H: -1.6174 -1.4442 0.3151
H: -3.6267 0.7093 -0.4228
H: -3.6730 0.2117 1.3224
H: -3.8779 -0.9758 -0.0001
H: -1.5284 1.1475 1.5026
H: 2.1466 2.3627 1.1100
H: 1.1150 3.3916 0.3688
H: 2.1303 2.6713 -0.7059

Summary:
E_HOMO: -8.11 eV
SMILES: CC[C@@]12[C@H]3C[C@H](C)NN1[C@]32C
Energy relative to the best compared isomer or geometry (same formula, charge and spin): 112.4 kcal per mole
LUMO: 0.982 eV
HOMO-LUMO gap: 9.1 eV

---

Formula: C9H16N2O2
Source: the Open Molecules 2025 dataset
Level of theory: ωB97M-V/def2-TZVPD

Element x y z (Å)
C: -2.7011 2.2974 -0.1133
C: -0.1391 -0.2696 0.0851
C: -3.1294 -1.0780 0.8234
C: -3.5895 -1.2631 -0.6422
C: -2.6315 -0.1513 -0.1815
C: 2.6229 -1.4783 0.1775
C: 3.2532 0.4046 -1.1388
C: 2.3659 0.9531 1.2174
C: 2.3644 -0.0883 -0.0563
N: -3.3983 1.2995 -0.0076
N: -1.3096 -0.1331 -0.6955
O: -0.1196 -0.6598 1.2056
O: 0.9137 0.1266 -0.5495
H: -3.1976 3.2104 -0.0771
H: -1.6279 2.1958 -0.1867
H: -3.8657 -0.6160 1.4446
H: -2.4860 -1.6895 1.4191
H: -3.2852 -2.1853 -1.1555
H: -4.6447 -1.0035 -0.9098
H: 1.8649 -2.1548 0.6904
H: 2.9303 -1.8993 -0.8156
H: 3.5707 -1.5602 0.7209
H: 3.2430 -0.1653 -2.0731
H: 4.1886 0.6549 -0.6595
H: 2.9442 1.4784 -1.4306
H: 3.4470 1.1420 1.6637
H: 1.9454 1.8926 0.8653
H: 1.7513 0.5252 2.0587
H: -1.2804 0.2150 -1.6791

Summary:
2S+1: 3
E_HOMO (alpha / beta): -4.71 / -9.79 eV
Expectation value of S²: 2.005
Energy relative to the best compared isomer or geometry (same formula, charge and spin): 0.0 kcal per mole
LUMO (alpha / beta): 0.727 / -2.129 eV
HOMO-LUMO gap (alpha / beta): 5.4 / 7.7 eV

---

Formula: C9H16N2OS
Source: the Open Molecules 2025 dataset
Level of theory: ωB97M-V/def2-TZVPD

Element x y z (Å)
C: 2.9947 0.2460 -0.7868
C: 1.9219 0.1323 -0.0477
C: 1.3714 1.3284 0.6985
O: 1.8203 2.4733 0.0524
C: -0.1463 1.0955 0.7601
C: -0.7752 1.1548 -0.5917
C: -2.2731 0.8432 -0.5840
C: -2.4115 -0.7067 -0.1874
C: -1.6667 -0.9451 1.0878
C: -0.2667 -0.4075 1.1459
S: 0.8087 -1.3082 0.0568
N: 1.6325 -2.3832 0.8022
N: 0.1480 -1.6623 -1.8013
H: 3.4310 -0.6998 -1.2996
H: 3.6916 1.1141 -0.7194
H: 1.6935 1.5392 1.7032
H: 1.6703 2.4559 -0.8354
H: -0.7483 1.7815 1.3717
H: -0.1196 0.5018 -1.3151
H: -0.6276 2.2102 -0.9884
H: -2.6419 0.9394 -1.5529
H: -2.6835 1.5506 0.3072
H: -3.3858 -0.8823 0.0047
H: -2.0510 -1.2651 -1.0255
H: -2.2497 -0.5526 2.0368
H: -1.3651 -2.0734 1.2217
H: 0.2799 -0.6026 2.1538
H: 1.5386 -3.1916 0.2642
H: 0.4097 -2.6855 -1.9318

Summary:
E_HOMO: -8.55 eV
SMILES: C=C1[C@@H](O)[C@H]2CCCC[C@H]2S1(=N)=N
Energy relative to the best compared isomer or geometry (same formula, charge and spin): 161.1 kcal per mole
LUMO: 0.307 eV
HOMO-LUMO gap: 8.9 eV

---

Formula: C9H16N2PSW
Source: the Open Molecules 2025 dataset
Level of theory: ωB97M-V/def2-TZVPD

Element x y z (Å)
C: -1.2423 -0.2330 -2.9919
C: -0.1132 0.1823 -3.8093
C: 0.7101 -0.9668 -4.1866
C: 0.0700 -2.1637 -3.7505
C: -0.8080 -2.0056 -2.6681
W: 0.4403 -0.4814 -1.7452
P: 0.9561 1.8335 -1.3613
H: -2.1171 0.4185 -2.8407
H: -0.0144 1.2416 -4.2358
H: 1.6635 -0.9583 -4.7586
H: -1.2665 -2.8914 -2.1738
H: 0.3874 -3.1424 -4.1026
H: -0.0500 2.8824 -1.1469
H: 1.5007 2.2163 -2.7079
H: 1.8855 2.4427 -0.4367
S: -1.2200 -0.6739 -0.1102
C: -0.6753 -0.1428 1.4688
N: -1.5377 0.2938 2.4167
C: -1.1199 0.2981 3.8367
C: 0.3407 0.7076 3.9081
C: 1.2421 -0.1011 3.0180
N: 0.6522 -0.1173 1.6717
H: -2.5098 -0.0718 2.2352
H: -1.3155 -0.7143 4.2233
H: -1.7586 1.0085 4.3917
H: 0.6633 0.6221 4.9442
H: 0.3904 1.7577 3.6102
H: 1.3696 -1.1151 3.4177
H: 2.2309 0.3558 2.9579
H: 1.2456 -0.4821 0.9262

Summary:
2S+1: 3
E_HOMO (alpha / beta): -10.58 / -10.09 eV
Net charge: +1
Expectation value of S²: 2.026
LUMO (alpha / beta): -3.892 / -3.710 eV
HOMO-LUMO gap (alpha / beta): 6.7 / 6.4 eV

---

Formula: C9H16N4O8
Source: the Open Molecules 2025 dataset
Level of theory: ωB97M-V/def2-TZVPD

Element x y z (Å)
O: 1.0418 1.2380 -2.8642
C: 0.6116 0.4785 -2.0300
N: 0.5005 -0.8430 -2.3367
C: 1.3534 -1.5106 -3.3403
O: 1.9389 -2.6847 -2.7399
N: 0.2426 0.9443 -0.7472
C: -0.0429 2.3696 -0.6669
O: -1.0876 2.7954 -1.5604
C: 0.3261 0.1201 0.5026
C: 1.5030 -0.9070 0.5928
O: 2.7667 -0.2619 0.2326
C: 0.4658 0.9094 1.8306
O: 1.3097 1.7240 2.1539
N: -0.5593 0.6221 2.6685
C: -0.9383 1.3769 3.8215
O: -1.5711 0.4622 4.6782
C: -1.4331 -0.1789 1.9591
O: -2.5573 -0.4094 2.3291
N: -0.9805 -0.5331 0.7249
C: -1.9334 -0.9491 -0.2666
O: -1.3881 -2.1941 -0.7490
H: -0.0677 -1.4542 -1.6893
H: 0.7924 -1.8209 -4.2286
H: 2.1445 -0.8563 -3.7635
H: 2.5918 -3.0806 -3.3655
H: 0.8906 2.9121 -0.8408
H: -0.3673 2.6431 0.3113
H: -0.8241 2.5518 -2.4623
H: 1.3008 -1.7872 -0.0412
H: 1.5871 -1.3112 1.6238
H: 2.8421 -0.0544 -0.7126
H: -0.0579 1.8744 4.3131
H: -1.6465 2.0963 3.5328
H: -2.1924 -0.0777 4.0981
H: -2.8997 -1.1566 0.1823
H: -2.0986 -0.2053 -1.0965
H: -1.5636 -2.8421 -0.0541

Summary:
E_HOMO: -10.07 eV
SMILES: O=C(NCO)N(CO)[C@@]1(CO)C(=O)N(CO)C(=O)N1CO
Energy relative to the best compared isomer or geometry (same formula, charge and spin): 6.5 kcal per mole
LUMO: 0.309 eV
HOMO-LUMO gap: 10.4 eV

---

Formula: C9H16N4S
Source: the Open Molecules 2025 dataset
Level of theory: ωB97M-V/def2-TZVPD

Element x y z (Å)
N: 4.5509 -0.5126 -3.2482
C: 4.1288 -0.6688 -2.2018
C: 3.5524 -0.8446 -0.8839
C: 2.0305 -1.0967 -1.0436
C: 1.3742 -1.2645 0.2798
S: 1.3781 -2.5988 1.2116
C: 0.6821 -0.1208 0.9478
N: 1.4085 0.6178 1.7606
N: -0.6230 0.0539 0.7630
C: -1.4058 -0.8093 -0.1106
C: -2.2678 0.0234 -1.0570
N: -3.1569 0.9171 -0.2719
C: -2.3481 1.7929 0.6125
C: -1.4771 0.9441 1.5392
H: 4.0340 -1.6960 -0.3983
H: 3.7499 0.0621 -0.3063
H: 1.5961 -0.2635 -1.6007
H: 1.9196 -2.0177 -1.6211
H: 2.3934 0.4143 1.8683
H: 1.0397 1.3127 2.3947
H: -2.0375 -1.4625 0.5037
H: -0.7485 -1.4480 -0.7011
H: -1.6417 0.6421 -1.7046
H: -2.8628 -0.6415 -1.6864
H: -3.7344 1.4888 -0.9041
H: -3.8056 0.3511 0.2954
H: -3.0036 2.4287 1.2117
H: -1.7252 2.4353 -0.0154
H: -0.8943 1.6211 2.1619
H: -2.1060 0.3401 2.2048

Summary:
E_HOMO: -16.30 eV
SMILES: N#CCCC(=S)C(=[NH2+])N1CC[NH2+]CC1
Net charge: +2
Energy relative to the best compared isomer or geometry (same formula, charge and spin): 0.0 kcal per mole
LUMO: -7.943 eV
HOMO-LUMO gap: 8.4 eV

---

Formula: C9H16NO
Source: the Open Molecules 2025 dataset
Level of theory: ωB97M-V/def2-TZVPD

Element x y z (Å)
C: -1.6409 1.4315 1.1960
C: -0.6860 -2.6125 0.0753
C: -0.4124 -2.0779 1.3285
C: -0.9782 -1.7702 -1.0523
C: -0.5992 -0.6528 1.6728
C: -1.4264 -0.5566 -0.5650
C: -1.3966 -0.0213 0.7843
O: -0.4391 -3.8690 -0.1739
H: 0.1196 -2.7292 2.1855
H: -1.0298 -4.3794 -0.7507
H: -0.8166 -2.0477 -2.1259
H: -0.3406 -0.3796 2.7400
H: -1.8964 0.2450 -1.2473
H: -2.6878 1.6566 0.9901
H: -1.2461 2.1166 0.2858
H: -1.3542 1.6740 2.2293
C: 1.0124 1.2700 -1.0123
C: 1.7757 2.5103 -0.6374
N: 1.6298 0.0898 -0.3419
H: -0.1555 1.3623 -0.7405
H: 0.9070 1.0852 -2.1289
H: 2.3448 2.7186 0.3024
H: 1.2258 3.3888 -0.9852
H: 1.2505 -0.9616 -0.4831
H: 2.5529 -0.1322 -0.7841
H: 1.6401 0.1707 0.6619
H: 2.6472 2.4706 -1.4235

Summary:
E_HOMO: -12.03 eV
Net charge: +1
Energy relative to the best compared isomer or geometry (same formula, charge and spin): 76.1 kcal per mole
LUMO: -3.349 eV
HOMO-LUMO gap: 8.7 eV

---

Formula: C9H16OSi
Source: the Open Molecules 2025 dataset
Level of theory: ωB97M-V/def2-TZVPD

Element x y z (Å)
C: -1.7762 -0.7293 -1.2144
C: -1.8845 0.0684 0.1142
C: -1.3496 1.4697 -0.1807
C: -3.3770 0.1337 0.5022
C: -1.0883 -0.4676 1.2486
C: -0.1529 -1.3745 1.1470
C: 0.6043 -2.3048 0.7121
O: 1.5098 -2.9779 0.4064
H: -0.6324 -0.9082 -1.5958
H: -2.1214 -1.8317 -1.0266
H: -2.1893 -0.2718 -2.0739
H: -1.9302 1.9310 -1.0080
H: -0.2912 1.4681 -0.3633
H: -1.4158 2.1900 0.6696
H: -3.6412 -0.9965 0.7811
H: -3.4939 0.8435 1.4025
H: -4.0026 0.5284 -0.3413
H: -1.2575 -0.1018 2.2180
C: 2.3228 1.6882 -1.2098
Si: 2.7356 0.8487 0.3138
C: 4.0704 -0.6330 0.3625
H: 2.8075 1.3669 -2.0729
H: 1.6333 2.5308 -1.2700
H: 1.9824 0.5684 1.5073
H: 5.1156 -0.3030 0.1896
H: 3.9774 -1.3703 1.2499
H: 3.8450 -1.3652 -0.4683

Summary:
E_HOMO (alpha / beta): -8.26 / -8.27 eV
SMILES: CC(C)(C)C=C=C=O.C=[SiH]C
Energy relative to the best compared isomer or geometry (same formula, charge and spin): 94.1 kcal per mole
LUMO (alpha / beta): -0.454 / -0.454 eV
HOMO-LUMO gap (alpha / beta): 7.8 / 7.8 eV